2 unconnected molecules or ions with the total composition C7H17N in a non-equilibrium geometry. Source: OMol25; level of theory: ωB97M-V/def2-TZVPD.

Structure (ORCA input):
```
! wB97M-V def2-TZVPD RIJCOSX def2/J DEFGRID3
* xyz 0 1
N -0.564 0.519 -0.793
C -0.724 -0.169 -3.202
C 0.305 -0.038 2.884
C -1.690 -0.269 1.373
C 0.394 0.578 0.320
C 1.502 -0.508 0.379
C -0.020 0.600 -2.126
C -0.405 0.588 1.691
H -1.688 0.249 -3.553
H -0.216 0.242 3.795
H -2.321 0.319 0.725
H 1.721 -0.417 -2.613
H 0.384 1.586 -2.438
H -1.314 -1.080 0.785
H 2.169 -0.377 1.220
H 0.611 -0.120 -1.577
H 0.948 1.522 0.303
H 2.019 -0.433 -0.577
H -0.646 1.654 1.847
H 0.328 -1.137 2.838
H 1.378 0.312 2.990
H -2.189 -0.651 2.271
H 1.051 -1.516 0.313
H -0.940 -1.169 -2.776
H -0.091 -0.285 -4.079
*
```

gap between HOMO and LUMO	6.8	eV
E	-331.3992	a.u.
E_LUMO	-0.046	Eh
energy relative to the best compared isomer or geometry (same formula, charge and spin)	713.5	kJ/mol
strongest force on any atom	3.40	eV Å⁻¹
E_HOMO	-8.00	eV